The following is a quantum chemistry calculation of a molecular structure, C43H56N3P3S4ScSi2 at a distorted geometry, from the Open Molecules 2025 dataset.

ORCA input file:
```
! wB97M-V def2-TZVPD RIJCOSX def2/J DEFGRID3
* xyz -1 1
Sc -8.63 -11.03 16.55
C -6.27 -16.02 16.23
S -7.53 -15.65 15.08
C -8.14 -14.07 15.61
S -7.19 -13.11 16.63
N -9.30 -13.84 15.00
N -9.72 -12.60 15.31
C -10.84 -12.22 14.74
C -11.37 -10.84 14.91
C -12.52 -10.45 14.32
C -12.94 -9.16 14.51
C -12.14 -8.27 15.26
C -10.97 -8.85 15.81
N -10.53 -10.10 15.67
H -5.50 -15.27 16.08
H -5.86 -17.01 16.10
H -6.72 -15.74 17.20
H -11.29 -12.93 14.10
H -13.16 -11.16 13.85
H -13.82 -8.78 13.97
H -12.33 -7.24 15.24
H -10.20 -8.24 16.38
S -6.64 -12.80 19.93
P -8.61 -12.39 19.57
C -9.19 -11.10 18.67
P -8.88 -9.51 19.01
S -7.99 -8.64 17.37
C -7.79 -9.24 20.46
C -8.28 -9.08 21.71
C -7.39 -9.03 22.76
C -6.03 -8.98 22.53
C -5.57 -9.01 21.22
C -6.43 -9.22 20.18
C -10.28 -8.32 19.35
C -11.63 -8.73 19.21
C -12.62 -7.80 19.41
C -12.35 -6.48 19.83
C -11.03 -6.03 19.97
C -10.00 -6.98 19.78
C -9.34 -12.22 21.27
C -8.70 -12.27 22.48
C -9.29 -11.82 23.68
C -10.58 -11.39 23.67
C -11.28 -11.26 22.46
C -10.69 -11.76 21.28
C -9.51 -13.94 19.06
C -9.03 -15.22 19.34
C -9.70 -16.35 18.96
C -10.89 -16.22 18.22
C -11.36 -14.99 17.82
C -10.65 -13.88 18.27
H -9.38 -9.13 22.07
H -7.79 -8.98 23.77
H -5.30 -8.77 23.26
H -4.52 -8.92 20.99
H -6.04 -9.48 19.23
H -11.88 -9.75 18.86
H -13.63 -8.09 19.25
H -13.16 -5.81 20.06
H -10.75 -5.06 20.37
H -8.92 -6.75 19.97
H -7.63 -12.45 22.41
H -8.75 -11.89 24.60
H -11.06 -11.12 24.63
H -12.34 -10.85 22.46
H -11.22 -11.73 20.40
H -8.07 -15.30 19.88
H -9.31 -17.31 19.15
H -11.35 -17.08 17.78
H -12.27 -14.90 17.22
H -11.07 -12.90 18.07
C -8.22 -10.83 12.66
P -7.27 -10.37 14.16
C -6.95 -8.63 13.78
C -5.61 -11.05 13.91
H -7.75 -10.52 11.72
H -9.19 -10.40 12.85
H -8.27 -11.92 12.65
H -6.10 -8.55 13.07
H -6.51 -8.12 14.64
H -7.90 -8.22 13.35
H -5.47 -10.91 12.87
H -5.56 -12.09 14.17
H -4.83 -10.57 14.42
C -10.44 -5.80 9.77
Si -10.98 -6.93 11.22
C -12.86 -6.39 11.07
C -10.94 -8.65 10.46
C -10.12 -6.79 12.79
Si -9.56 -5.25 13.60
C -7.75 -4.82 13.10
C -10.59 -3.75 12.91
C -9.61 -5.16 15.46
H -11.23 -5.90 9.04
H -9.39 -5.95 9.37
H -10.44 -4.73 10.02
H -13.10 -6.79 9.98
H -12.95 -5.33 11.10
H -13.55 -6.92 11.75
H -11.89 -8.81 9.99
H -10.81 -9.40 11.27
H -10.23 -8.96 9.67
H -9.79 -7.73 13.37
H -7.13 -5.54 13.66
H -7.33 -3.81 13.45
H -7.54 -5.11 12.08
H -10.37 -2.88 13.63
H -11.66 -3.89 12.75
H -10.23 -3.33 11.98
H -10.66 -5.25 15.78
H -9.15 -4.26 15.81
H -9.02 -5.98 15.87
*
```

Its energy relative to the best compared isomer or geometry (same formula, charge and spin) is 0.125 eV. The lowest unoccupied orbital energy comes out at 0.036 Eh.

Atomic partial charges in e from the Mulliken method, atoms 1 to 99: Sc -1.66; C -0.58; S -0.16; C 0.55; S -0.40; N -1.69; N 1.75; C -1.40; C 0.83; C -1.36; C -0.50; C -1.06; C 0.37; N 1.46; H 0.26; H 0.39; H 0.08; H 0.54; H 0.63; H 0.37; H 0.51; H -0.17; S -0.44; P 1.18; C 0.44; P 1.24; S -0.96; C 0.62; C 0.33; C -0.66; C -0.85; C -0.69; C -0.77; C 0.57; C -0.04; C -0.67; C -0.62; C -0.76; C -0.39; C 0.26; C -0.35; C -0.79; C -0.48; C -0.70; C -0.24; C 0.53; C -0.79; C -0.81; C -0.39; C -0.79; C 0.08; H 0.30; H 0.44; H 0.49; H 0.41; H 0.39; H 0.15; H 0.48; H 0.40; H 0.45; H 0.30; H 0.34; H 0.49; H 0.31; H 0.30; H 0.49; H 0.30; H 0.49; H 0.34; H 0.40; H 0.14; C -1.02; P 1.48; C -1.27; C -1.63; H 0.54; H -0.23; H 0.44; H 0.49; H 0.40; H 0.11; H 0.52; H 0.39; H 0.41; C -1.06; Si -0.12; C -1.07; C -0.94; C 1.39; Si 0.05; C -1.11; C -1.21; C -0.76; H 0.28; H 0.27; H 0.28; H 0.24; H 0.38; H 0.21

=====

The following is a quantum chemistry calculation of a molecular structure, C43H56N4O3PbSe at a distorted geometry, from the Open Molecules 2025 dataset.

ORCA input file:
```
! wB97M-V def2-TZVPD RIJCOSX def2/J DEFGRID3
* xyz 0 1
Pb -0.51 0.18 -2.38
C 2.44 -2.00 4.24
C 2.83 -3.19 3.32
C 4.37 -3.18 3.12
C 2.35 -4.47 3.98
C 2.19 -2.96 1.95
C 2.26 -1.66 1.46
C 1.57 -1.30 0.31
Se 1.80 0.38 -0.41
C 0.75 1.55 0.65
C 0.91 1.68 2.02
C 0.13 2.54 2.77
C -0.69 3.39 2.06
C -0.84 3.36 0.66
C -0.20 2.33 -0.07
O -0.29 2.11 -1.36
C -1.92 4.25 -0.03
C -1.41 4.87 -1.34
C -3.04 3.19 -0.35
C -2.43 5.39 0.85
C 0.28 2.45 4.29
C -0.11 0.93 4.65
C -0.79 3.24 5.04
C 1.67 2.87 4.73
C 0.84 -2.24 -0.50
O 0.24 -1.90 -1.61
C 0.81 -3.60 -0.03
C 1.46 -3.87 1.17
C 0.14 -4.68 -0.93
C 0.14 -6.05 -0.17
C 0.90 -4.78 -2.19
C -1.38 -4.38 -1.28
H 2.72 -2.18 5.28
H 1.40 -1.73 4.31
H 3.01 -1.12 3.97
H 5.00 -3.39 3.96
H 4.60 -2.21 2.67
H 4.67 -3.91 2.39
H 2.65 -4.47 5.03
H 2.66 -5.35 3.45
H 1.28 -4.50 3.93
H 2.91 -0.91 1.93
H 1.57 1.04 2.59
H -1.27 4.11 2.65
H -1.07 4.16 -2.03
H -0.74 5.70 -1.10
H -2.27 5.41 -1.76
H -2.64 2.26 -0.66
H -3.75 3.58 -1.07
H -3.67 3.03 0.54
H -1.60 6.05 1.06
H -2.91 5.04 1.80
H -3.19 5.92 0.32
H -1.06 0.73 4.19
H -0.10 0.78 5.72
H 0.50 0.18 4.08
H -1.75 2.95 4.61
H -0.71 4.32 4.90
H -0.79 3.00 6.11
H 2.46 2.17 4.49
H 1.77 3.04 5.77
H 1.92 3.83 4.30
H 1.48 -4.88 1.52
H 1.17 -6.34 0.07
H -0.25 -6.84 -0.75
H -0.39 -5.91 0.81
H 1.94 -5.14 -2.04
H 1.04 -3.78 -2.61
H 0.34 -5.47 -2.83
H -1.91 -4.16 -0.33
H -1.78 -5.19 -1.88
H -1.42 -3.53 -1.98
C -3.24 0.14 1.47
C -3.07 -0.25 0.04
O -2.02 -0.39 -0.51
N -4.25 -0.57 -0.62
C -4.27 -1.06 -1.99
C -4.04 -0.03 -3.05
C -3.91 -0.39 -4.42
C -3.76 0.62 -5.38
C -3.72 1.96 -4.99
C -3.85 2.17 -3.63
N -4.02 1.21 -2.70
H -3.41 -0.71 2.15
H -3.96 0.98 1.57
H -2.30 0.54 1.85
H -5.06 -0.22 -0.18
H -5.17 -1.62 -2.19
H -3.43 -1.80 -1.98
H -3.97 -1.43 -4.71
H -3.70 0.28 -6.40
H -3.53 2.78 -5.66
H -3.82 3.19 -3.31
N 2.88 2.53 -3.16
C 1.58 2.42 -3.57
N 1.38 1.43 -4.40
C 2.59 0.81 -4.58
C 2.95 -0.33 -5.27
C 4.27 -0.72 -5.25
C 5.22 -0.01 -4.46
C 4.86 1.10 -3.69
C 3.56 1.49 -3.81
H 3.26 3.16 -2.46
H 0.76 3.13 -3.26
H 2.25 -0.86 -5.89
H 4.68 -1.56 -5.82
H 6.22 -0.37 -4.50
H 5.70 1.64 -3.25
*
```

Its energy relative to the best compared isomer or geometry (same formula, charge and spin) is 1.439 eV. The lowest unoccupied orbital energy comes out at 0.019 Eh.

Atomic partial charges in e from the Mulliken method, atoms 1 to 99: Pb 1.72; C -1.78; C 2.23; C -1.68; C -2.16; C -1.21; C -0.52; C -1.11; Se -0.03; C 0.21; C -0.29; C 0.09; C -0.45; C -0.58; C 0.63; O -0.73; C 2.60; C -1.83; C -1.22; C -2.26; C 2.01; C -1.08; C -2.09; C -1.87; C 1.55; O -1.37; C -0.41; C 0.31; C 2.16; C -2.08; C -1.75; C -1.35; H 0.49; H 0.31; H 0.36; H 0.42; H 0.34; H 0.36; H 0.43; H 0.37; H 0.51; H 0.63; H 0.16; H 0.21; H 0.07; H 0.40; H 0.53; H 0.02; H 0.37; H 0.23; H 0.47; H 0.34; H 0.51; H 0.27; H 0.50; H -0.09; H 0.45; H 0.37; H 0.40; H 0.26; H 0.55; H 0.38; H 0.48; H 0.42; H 0.45; H 0.37; H 0.35; H 0.32; H 0.41; H 0.27; H 0.50; H 0.14; C -0.87; C 0.10; O -0.11; N -0.09; C -0.34; C 0.34; C -0.74; C -0.36; C -0.98; C 0.12; N -0.06; H 0.49; H 0.40; H -0.25; H 0.29; H 0.55; H -0.10; H 0.41; H 0.42; H 0.46; H 0.31; N 0.07; C -0.16; N -0.62; C 0.61; C -0.65; C -0.60

=====

The following is a quantum chemistry calculation of a molecular structure, C43H57BDyF4N5OS4 at a distorted geometry, from the Open Molecules 2025 dataset.

ORCA input file:
```
! wB97M-V def2-TZVPD RIJCOSX def2/J DEFGRID3
* xyz -2 6
Dy -0.18 -0.39 0.21
C -2.24 -6.29 -1.89
C -1.71 -5.69 -0.58
C -0.79 -4.54 -0.82
C 0.58 -4.52 -0.79
C 1.52 -5.66 -0.57
C 2.02 -6.26 -1.88
C 0.97 -3.13 -0.96
N -0.13 -2.35 -1.09
C -1.21 -3.16 -1.01
C -2.54 -2.73 -1.07
C -2.99 -1.41 -1.07
C -4.38 -1.01 -0.93
C -5.53 -1.96 -0.80
C -5.98 -2.52 -2.16
C -4.39 0.35 -0.88
C -3.01 0.78 -0.98
C -2.57 2.10 -0.92
C -1.26 2.56 -0.96
N -0.15 1.78 -0.99
C 0.92 2.59 -1.16
C 2.24 2.16 -1.24
C 2.69 0.85 -1.14
N 1.90 -0.24 -0.98
C 2.71 -1.33 -1.05
C 2.28 -2.66 -1.00
C 4.09 -0.92 -1.21
C 4.08 0.44 -1.27
C 5.25 1.36 -1.42
C 5.50 1.74 -2.89
C 5.27 -1.83 -1.23
C 5.64 -2.24 0.21
C 0.48 3.98 -1.23
C -0.88 3.95 -1.07
C -1.82 5.12 -1.02
C -2.42 5.44 -2.39
C 1.35 5.17 -1.46
C 1.91 5.77 -0.16
N -2.20 -0.31 -1.12
C -5.57 1.26 -0.73
C -6.16 1.66 -2.09
H -2.97 -7.08 -1.68
H -1.43 -6.71 -2.48
H -2.73 -5.52 -2.49
H -1.18 -6.47 -0.02
H -2.54 -5.35 0.03
H 1.00 -6.43 0.01
H 2.35 -5.31 0.04
H 1.18 -6.65 -2.47
H 2.73 -7.07 -1.71
H 2.52 -5.49 -2.48
H -3.30 -3.49 -1.00
H -6.37 -1.45 -0.33
H -5.23 -2.78 -0.15
H -6.34 -1.71 -2.80
H -6.79 -3.24 -2.03
H -5.15 -3.01 -2.67
H -3.34 2.85 -0.82
H 2.99 2.92 -1.40
H 3.06 -3.41 -0.97
H 6.14 0.87 -1.01
H 5.08 2.26 -0.83
H 5.69 0.84 -3.48
H 6.36 2.40 -2.98
H 4.62 2.23 -3.30
H 6.12 -1.32 -1.69
H 5.05 -2.72 -1.83
H 5.87 -1.35 0.79
H 6.50 -2.92 0.21
H 4.79 -2.73 0.69
H -1.29 6.00 -0.64
H -2.62 4.89 -0.31
H -1.63 5.69 -3.10
H -3.11 6.29 -2.33
H -2.96 4.57 -2.77
H 0.77 5.95 -1.97
H 2.18 4.90 -2.11
H 1.09 6.10 0.49
H 2.55 6.63 -0.38
H 2.49 5.03 0.39
H -5.27 2.15 -0.18
H -6.34 0.75 -0.14
H -5.40 2.16 -2.69
H -7.01 2.34 -1.96
H -6.50 0.78 -2.63
S -0.72 1.32 2.28
F 1.79 -2.59 3.74
B 1.57 -2.89 2.40
F 1.09 -1.65 1.74
F 0.60 -3.86 2.23
F 2.77 -3.26 1.79
O 4.53 0.83 2.06
S 3.03 0.82 1.98
C 2.45 0.62 3.71
C 2.47 1.98 4.41
C 3.03 3.02 3.44
C 2.57 2.59 2.06
H 3.10 -0.13 4.16
H 1.45 0.22 3.62
H 3.06 1.96 5.33
H 1.44 2.26 4.67
H 4.12 3.00 3.46
H 2.69 4.03 3.69
H 3.07 3.10 1.24
H 1.49 2.64 1.94
S -2.29 -1.21 1.92
C -2.19 0.35 2.79
N -2.28 0.14 4.22
C -2.42 1.41 4.89
C -3.71 1.99 4.30
S -3.72 1.45 2.55
H -1.49 -0.42 4.53
H -1.59 2.09 4.65
H -2.49 1.28 5.97
H -3.75 3.08 4.36
H -4.58 1.55 4.79
*
```

Its energy relative to the best compared isomer or geometry (same formula, charge and spin) is 0.000 eV. The lowest unoccupied orbital energy (spin up / spin down) comes out at 0.146 / 0.146 Eh.

Atomic partial charges in e from the Mulliken method, atoms 1 to 99: Dy -0.29; C -1.20; C -1.29; C 0.70; C 0.89; C -1.25; C -1.30; C 0.44; N -0.73; C 0.39; C -0.76; C 0.59; C 0.44; C -1.17; C -1.16; C 0.97; C 0.19; C -0.50; C 0.05; N -0.38; C -0.07; C -0.29; C -0.86; N -0.29; C 0.10; C -0.45; C 1.03; C 1.43; C -1.41; C -1.35; C -1.21; C -0.76; C 1.10; C 1.03; C -1.28; C -1.16; C -1.30; C -0.79; N -0.54; C -0.94; C -1.26; H 0.38; H 0.27; H 0.27; H 0.44; H 0.39; H 0.52; H 0.19; H 0.25; H 0.42; H 0.26; H 0.35; H 0.39; H 0.36; H 0.26; H 0.39; H 0.26; H 0.13; H 0.25; H 0.28; H 0.58; H 0.23; H 0.31; H 0.42; H 0.25; H 0.44; H 0.41; H 0.18; H 0.41; H 0.03; H 0.39; H 0.41; H 0.31; H 0.39; H 0.22; H 0.36; H 0.40; H 0.27; H 0.42; H 0.02; H 0.27; H 0.57; H 0.25; H 0.42; H 0.20; S -0.69; F -0.34; B 0.19; F 0.65; F -0.32; F -0.38; O -0.83; S 1.24; C -0.62; C -0.53; C -1.01; C -0.30; H 0.70; H -0.13

=====

The following is a quantum chemistry calculation of a molecular structure, C43H58N4O3SiTi at a distorted geometry, from the Open Molecules 2025 dataset.

ORCA input file:
```
! wB97M-V def2-TZVPD RIJCOSX def2/J DEFGRID3
* xyz -2 3
Ti -0.21 0.22 0.02
C 1.62 2.27 -4.60
C 0.37 2.42 -3.73
C -0.29 3.77 -3.98
C -0.56 1.25 -3.99
C -1.43 1.33 -5.07
C -2.22 0.26 -5.46
C -2.09 -0.94 -4.77
C -1.23 -1.06 -3.69
C -0.98 -2.44 -3.11
C -2.23 -3.33 -3.08
C 0.09 -3.12 -3.99
C -0.50 0.06 -3.22
N 0.28 -0.03 -2.04
C 1.60 -0.28 -2.18
O 2.17 -0.55 -3.26
C 2.38 -0.16 -0.94
C 3.75 -0.27 -0.90
C 4.43 -0.03 0.30
C 3.68 0.36 1.43
C 2.31 0.45 1.35
N 1.65 0.18 0.18
C 1.49 0.87 2.52
O 2.07 1.36 3.51
N 0.16 0.70 2.39
C -0.57 0.94 3.58
C -0.64 -0.07 4.58
C -1.40 0.12 5.73
C -2.11 1.28 5.94
C -2.02 2.29 5.01
C -1.26 2.15 3.85
C -1.06 3.37 2.99
C -2.32 4.21 2.84
C 0.09 4.20 3.57
C 0.16 -1.36 4.46
C -0.66 -2.59 4.86
C 1.42 -1.27 5.33
H 2.34 3.06 -4.37
H 1.36 2.34 -5.66
H 2.09 1.31 -4.43
H 0.67 2.37 -2.69
H -0.39 3.98 -5.05
H 0.31 4.57 -3.54
H -1.28 3.81 -3.53
H -1.47 2.24 -5.66
H -2.89 0.34 -6.30
H -2.65 -1.80 -5.11
H -0.60 -2.32 -2.10
H -2.47 -3.71 -4.07
H -3.10 -2.79 -2.69
H -2.04 -4.19 -2.43
H -0.25 -3.13 -5.03
H 0.26 -4.15 -3.67
H 1.02 -2.56 -3.93
H 4.26 -0.53 -1.82
H 5.51 -0.12 0.35
H 4.15 0.60 2.37
H -1.42 -0.64 6.49
H -2.71 1.41 6.84
H -2.53 3.23 5.19
H -0.74 3.03 2.01
H -2.58 4.73 3.77
H -3.17 3.59 2.55
H -2.18 4.96 2.06
H -0.17 4.56 4.58
H 0.31 5.05 2.93
H 0.99 3.58 3.65
H 0.46 -1.46 3.42
H -0.97 -2.54 5.91
H -0.05 -3.49 4.74
H -1.55 -2.68 4.24
H 1.14 -1.18 6.39
H 2.00 -0.40 5.05
H 2.04 -2.17 5.21
C -2.79 0.28 1.09
N -2.44 0.32 -0.33
C -3.14 -0.76 -1.01
C -2.79 1.62 -0.91
C -1.72 2.67 -0.66
C -2.03 4.01 -0.85
C -1.04 4.98 -0.70
C 0.25 4.58 -0.37
C 0.53 3.24 -0.18
C -0.44 2.23 -0.30
H -3.89 0.28 1.23
H -2.38 1.15 1.60
H -2.38 -0.62 1.54
H -4.23 -0.68 -0.87
H -2.80 -1.71 -0.61
H -2.92 -0.73 -2.08
H -3.77 1.96 -0.54
H -2.89 1.49 -2.00
H -3.04 4.31 -1.12
H -1.28 6.03 -0.85
H 1.02 5.33 -0.25
H 1.55 2.96 0.11
C 1.23 -3.91 -0.76
Si 0.02 -3.30 0.58
C -1.42 -4.57 0.63
C 0.99 -3.69 2.17
O -0.55 -1.84 0.43
H 1.83 -4.75 -0.40
H 1.92 -3.10 -1.04
H 0.72 -4.23 -1.67
H -1.10 -5.51 1.08
H -1.81 -4.80 -0.37
H -2.25 -4.19 1.23
H 1.51 -4.65 2.08
H 0.33 -3.75 3.04
H 1.75 -2.93 2.37
*
```

The lowest unoccupied orbital energy (spin up / spin down) comes out at 0.162 / 0.161 Eh.

Atomic partial charges in e from the Mulliken method, atoms 1 to 99: Ti -1.43; C -1.74; C 1.86; C -2.08; C 0.52; C -0.18; C -1.42; C 0.02; C 0.07; C 3.23; C -2.00; C -1.87; C -1.51; N 1.78; C 0.85; O -0.93; C -1.19; C -0.47; C -1.20; C -0.36; C -0.92; N 1.66; C 0.50; O -0.89; N 1.70; C -1.12; C 0.96; C -0.59; C -1.54; C -0.48; C 0.35; C 2.03; C -1.90; C -1.66; C 2.82; C -2.05; C -1.75; H 0.41; H 0.35; H 0.38; H -0.63; H 0.50; H 0.41; H 0.42; H 0.26; H 0.35; H 0.29; H -1.49; H 0.55; H 0.26; H 0.22; H 0.41; H 0.58; H 0.22; H 0.52; H 0.36; H 0.55; H 0.22; H 0.33; H 0.23; H -0.57; H 0.51; H 0.35; H 0.35; H 0.35; H 0.41; H 0.31; H -1.45; H 0.41; H 0.63; H 0.38; H 0.35; H 0.39; H 0.39; C -0.89; N 0.97; C -1.19; C -1.82; C 1.10; C -0.68; C -0.55; C -0.76; C 0.13; C 1.96; H 0.44; H 0.08; H -0.07; H 0.30; H -0.03; H 0.37; H 0.53; H 0.28; H 0.23; H 0.19; H 0.30; H 0.09; C -1.15; Si 1.07; C -1.39